<w>
{
  "formula": "C4H3I",
  "method": "ωB97M-V with the def2-TZVPD basis set",
  "symbols": ["I", "C", "C", "C", "C", "H", "H", "H"],
  "coordinates": [[-3.072, 0.180, -0.001], [-1.047, -0.067, 0.017], [-0.194, -1.097, 0.372], [1.017, -0.309, -0.294], [0.061, 0.751, 0.178], [1.903, -0.447, 0.112], [1.017, -0.382, -1.318], [0.314, 1.372, 0.934]],
  "homo_ev": -9.12,
  "charge": 0,
  "multiplicity": 1,
  "gap_ev": 9.51,
  "smiles": "IC1=C2C[C@@H]12"
}

<x>
{
  "formula": "C4H3I",
  "method": "ωB97M-V with the def2-TZVPD basis set",
  "symbols": ["C", "C", "C", "C", "I", "H", "H", "H"],
  "coordinates": [[-2.152, 0.613, -0.030], [-0.766, 0.752, -0.215], [1.233, -0.875, -0.107], [0.216, -0.090, 0.046], [2.963, -0.550, 1.150], [-2.557, 0.190, 0.825], [-0.287, 1.507, -0.844], [1.349, -1.546, -0.824]],
  "homo_ev": [-9.30, -8.40],
  "charge": 0,
  "multiplicity": 1,
  "gap_ev": [7.87, 7.35]
}

Least stable structure: <x>

<w>
{
  "formula": "C2H7N3O",
  "method": "ωB97M-V with the def2-TZVPD basis set",
  "symbols": ["C", "O", "N", "C", "N", "N", "H", "H", "H", "H", "H", "H", "H"],
  "coordinates": [[-2.377, 0.471, 0.065], [-1.655, -0.691, 0.018], [-0.290, -0.808, -0.171], [0.277, 0.380, -0.069], [1.576, 0.662, -0.099], [2.463, -0.401, 0.087], [-3.346, 0.044, 0.519], [-2.018, 1.181, 0.839], [-2.498, 1.033, -0.989], [-0.406, 1.279, 0.036], [1.899, 1.603, 0.242], [3.321, -0.204, -0.529], [2.645, -0.688, 1.053]],
  "homo_ev": -8.01,
  "charge": 0,
  "multiplicity": 1,
  "gap_ev": 8.76,
  "smiles": "CO/N=C/NN"
}

<x>
{
  "formula": "C2H7N3O",
  "method": "ωB97M-V with the def2-TZVPD basis set",
  "symbols": ["N", "C", "N", "O", "H", "H", "H", "H", "C", "N", "H", "H", "H"],
  "coordinates": [[0.921, 0.826, 0.567], [1.258, -0.497, 0.444], [2.559, -0.810, 0.745], [0.454, -1.341, 0.087], [-0.080, 0.982, 0.551], [1.444, 1.383, 1.222], [2.812, -1.772, 0.616], [3.260, -0.093, 0.763], [-2.767, 0.492, -1.194], [-2.008, 0.261, -0.213], [-3.298, 1.440, -1.281], [-2.923, -0.185, -2.041], [-1.632, -0.686, -0.266]],
  "homo_ev": -9.85,
  "charge": 0,
  "multiplicity": 1,
  "gap_ev": 10.80,
  "smiles": "NC(N)=O.C=N"
}

Least stable structure: <w>

<w>
{
  "formula": "C5H17NO2",
  "method": "ωB97M-V with the def2-TZVPD basis set",
  "symbols": ["C", "C", "C", "N", "C", "C", "H", "H", "H", "H", "H", "H", "H", "H", "H", "H", "H", "H", "H", "H", "H", "O", "H", "H", "O"],
  "coordinates": [[1.188, -1.618, 0.155], [0.913, -1.104, -1.226], [0.421, -0.803, 1.203], [-1.163, -0.757, 1.102], [-1.507, 0.289, 0.043], [-3.005, 0.710, 0.234], [1.112, -2.761, 0.209], [2.118, -1.245, 0.336], [0.762, -0.044, -1.261], [0.049, -1.600, -1.552], [1.833, -1.269, -1.841], [0.792, 0.245, 1.173], [0.649, -1.133, 2.269], [-1.503, -1.731, 0.962], [-0.674, 1.073, 0.225], [-1.240, 0.008, -1.004], [-3.206, 1.608, 0.811], [-3.431, 0.866, -0.792], [-3.562, -0.021, 0.778], [2.319, 1.264, 0.148], [0.579, 2.293, -1.370], [1.348, 1.985, -0.829], [3.541, 1.266, 1.057], [-1.205, 1.837, -1.532], [2.875, 0.643, 0.703]],
  "homo_ev": -9.30,
  "charge": 0,
  "multiplicity": 1,
  "gap_ev": 4.85
}

<x>
{
  "formula": "C5H17NO2",
  "method": "ωB97M-V with the def2-TZVPD basis set",
  "symbols": ["C", "C", "N", "C", "C", "C", "H", "H", "H", "H", "H", "H", "H", "H", "H", "H", "H", "H", "H", "O", "H", "H", "O", "H", "H"],
  "coordinates": [[1.038, -1.972, -1.063], [0.866, -0.456, -0.948], [-0.558, -0.109, -0.680], [-1.294, -0.215, -1.923], [-0.640, 1.226, -0.035], [-1.821, 1.226, 0.960], [0.324, -2.538, -0.458], [0.844, -2.414, -2.038], [2.054, -2.184, -0.724], [1.234, 0.111, -1.827], [1.515, -0.044, -0.177], [-2.186, -0.847, -1.762], [-0.804, -0.609, -2.805], [-1.792, 0.723, -2.214], [-0.811, 1.967, -0.833], [0.269, 1.520, 0.476], [-2.382, 0.298, 0.954], [-2.472, 2.061, 0.706], [-1.461, 1.356, 1.983], [1.153, -1.903, 2.280], [1.512, -2.713, 2.680], [1.288, -2.064, 1.337], [1.754, 2.544, 2.110], [1.079, 2.078, 2.618], [1.290, 2.959, 1.384]],
  "homo_ev": -8.55,
  "charge": 0,
  "multiplicity": 1,
  "gap_ev": 9.41,
  "smiles": "CCN(C)CC.O.O"
}

Least stable structure: <w>

<w>
{
  "formula": "C5H17NO2",
  "method": "ωB97M-V with the def2-TZVPD basis set",
  "symbols": ["C", "C", "N", "C", "C", "C", "H", "H", "H", "H", "H", "H", "H", "H", "H", "H", "H", "H", "H", "H", "H", "O", "H", "H", "O"],
  "coordinates": [[-0.238, 1.787, -1.399], [-0.094, 1.323, 0.090], [0.988, 0.321, 0.108], [0.916, -0.591, 1.312], [0.750, -2.070, 0.824], [2.338, 0.919, -0.010], [-0.874, 1.007, -1.835], [0.758, 1.965, -1.830], [-0.845, 2.725, -1.346], [0.128, 2.117, 0.833], [-1.020, 0.865, 0.487], [1.834, -0.608, 1.844], [0.008, -0.289, 1.826], [1.661, -2.674, 0.715], [0.183, -2.638, 1.553], [0.283, -1.940, -0.137], [2.819, 1.277, 0.888], [2.987, 0.135, -0.389], [2.317, 1.742, -0.730], [-3.199, -1.059, -1.958], [-1.193, -0.815, -0.704], [-2.799, -0.279, -1.560], [-2.680, -1.658, 1.264], [-2.855, -0.507, -0.555], [-2.174, -1.059, 0.711]],
  "homo_ev": -8.54,
  "charge": 0,
  "multiplicity": 1,
  "gap_ev": 7.26
}

<x>
{
  "formula": "C5H17NO2",
  "method": "ωB97M-V with the def2-TZVPD basis set",
  "symbols": ["C", "C", "N", "C", "C", "C", "H", "H", "H", "H", "H", "H", "H", "H", "H", "H", "H", "H", "H", "O", "H", "H", "O", "H", "H"],
  "coordinates": [[-2.365, -0.196, -1.294], [-0.840, -0.084, -1.244], [-0.387, 0.797, -0.159], [-0.727, 2.187, -0.484], [1.011, 0.647, 0.317], [1.259, 1.308, 1.704], [-2.858, -0.389, -0.286], [-2.817, 0.762, -1.601], [-2.642, -1.016, -1.958], [-0.481, 0.308, -2.239], [-0.471, -1.109, -1.191], [-0.122, 2.787, 0.216], [-1.819, 2.212, -0.310], [-0.430, 2.455, -1.503], [1.728, 1.230, -0.315], [1.186, -0.430, 0.257], [0.926, 2.336, 1.801], [2.342, 1.308, 1.794], [0.789, 0.798, 2.575], [-0.380, -1.950, 1.228], [-1.170, -2.452, 1.444], [-0.602, -1.114, 0.791], [2.255, -2.002, -0.296], [2.715, -2.409, 0.464], [1.415, -2.350, 0.071]],
  "homo_ev": -8.49,
  "charge": 0,
  "multiplicity": 1,
  "gap_ev": 9.24,
  "smiles": "CCN(C)CC.O.O"
}

<y>
{
  "formula": "C5H17NO2",
  "method": "ωB97M-V with the def2-TZVPD basis set",
  "symbols": ["C", "C", "C", "N", "C", "C", "H", "H", "H", "H", "H", "H", "H", "H", "H", "H", "H", "H", "H", "O", "H", "H", "O", "H", "H"],
  "coordinates": [[2.101, 0.677, 1.731], [1.095, -0.220, 1.020], [-0.219, 0.527, 0.657], [-0.283, 1.581, -0.469], [0.316, 1.191, -1.804], [-1.720, 1.984, -0.717], [2.542, 1.358, 1.118], [1.497, 1.242, 2.416], [2.779, 0.075, 2.358], [0.684, -0.899, 1.866], [1.480, -0.852, 0.276], [-0.486, 1.143, 1.412], [-1.114, -0.200, 0.430], [0.229, 0.116, -2.126], [1.445, 1.557, -1.822], [-0.073, 1.657, -2.634], [-1.632, 2.901, -1.335], [-2.269, 1.233, -1.327], [-2.326, 2.225, 0.189], [0.840, -3.228, 1.935], [0.249, -3.790, 1.199], [1.196, -2.410, 1.686], [-2.368, -2.907, -1.758], [-2.540, -1.983, -2.097], [-1.421, -2.978, -2.204]],
  "homo_ev": -8.63,
  "charge": 0,
  "multiplicity": 1,
  "gap_ev": 9.01,
  "smiles": "CCCN(C)C.O.O"
}

Least stable structure: <w>

<w>
{
  "formula": "C3H4N4O",
  "method": "ωB97M-V with the def2-TZVPD basis set",
  "symbols": ["H", "N", "C", "N", "C", "N", "N", "C", "O", "H", "H", "H"],
  "coordinates": [[-0.269, 2.401, 0.276], [-1.182, 1.950, 0.063], [-0.944, 0.710, -0.019], [-1.885, -0.339, -0.169], [-1.173, -1.412, -0.025], [0.117, -1.272, 0.275], [0.338, 0.107, 0.175], [1.620, 0.597, -0.038], [2.541, -0.178, -0.096], [-1.618, -2.387, -0.112], [0.852, -1.864, -0.161], [1.604, 1.688, -0.169]],
  "homo_ev": -9.21,
  "charge": 0,
  "multiplicity": 1,
  "gap_ev": 9.51,
  "smiles": "[H]/N=c1/nc[nH]n1C=O"
}

<x>
{
  "formula": "C3H4N4O",
  "method": "ωB97M-V with the def2-TZVPD basis set",
  "symbols": ["H", "N", "C", "C", "N", "N", "C", "O", "N", "H", "H", "H"],
  "coordinates": [[0.613, -2.701, 1.162], [-0.129, -2.053, 1.249], [0.002, -0.949, 0.592], [-1.077, 0.116, 0.838], [-1.460, 1.117, 0.169], [-1.035, 1.594, -1.039], [0.241, 1.468, -1.288], [1.196, 0.794, -0.529], [0.890, -0.517, -0.426], [-1.684, 0.122, 1.857], [0.704, 2.007, -2.200], [1.738, -0.998, -0.385]],
  "homo_ev": -9.61,
  "charge": 0,
  "multiplicity": 1,
  "gap_ev": 9.42,
  "smiles": "[H]/N=C1/C=NN=CON1"
}

Least stable structure: <x>

<w>
{
  "formula": "C3H4N4O",
  "method": "ωB97M-V with the def2-TZVPD basis set",
  "symbols": ["H", "N", "C", "N", "N", "C", "C", "O", "N", "H", "H", "H"],
  "coordinates": [[0.479, 3.462, -0.797], [-0.188, 2.617, -0.285], [0.067, 1.441, -0.390], [0.869, 0.846, -1.431], [1.015, -0.491, -1.406], [0.854, -1.189, -0.192], [-0.211, -0.861, 0.603], [-0.912, -1.878, 1.364], [-0.719, 0.450, 0.492], [0.816, -2.399, -0.287], [-0.567, -2.688, 1.287], [-1.502, 0.689, 1.042]],
  "homo_ev": -8.92,
  "charge": 0,
  "multiplicity": 1,
  "gap_ev": 8.55,
  "smiles": "[H]/N=c1\\nncc(O)[nH]1"
}

<x>
{
  "formula": "C3H4N4O",
  "method": "ωB97M-V with the def2-TZVPD basis set",
  "symbols": ["C", "C", "C", "N", "N", "N", "N", "O", "H", "H", "H", "H"],
  "coordinates": [[-1.504, 0.180, 0.494], [0.921, 0.332, -0.338], [0.424, -0.732, -1.381], [-2.157, 0.413, 1.588], [-1.208, 0.537, 2.476], [-0.022, 0.500, 2.009], [-0.137, 0.243, 0.698], [-0.672, -0.318, -1.917], [1.783, 0.203, 0.133], [1.051, 1.265, -0.809], [1.271, -0.904, -2.037], [0.250, -1.717, -0.916]],
  "homo_ev": [-10.64, -10.72],
  "charge": 0,
  "multiplicity": 1,
  "gap_ev": [8.71, 8.22]
}

<y>
{
  "formula": "C3H4N4O",
  "method": "ωB97M-V with the def2-TZVPD basis set",
  "symbols": ["N", "C", "C", "N", "N", "N", "C", "O", "H", "H", "H", "H"],
  "coordinates": [[0.437, -1.419, 0.546], [-0.327, -0.453, -0.006], [-1.758, -0.372, -0.300], [-1.902, 0.829, -0.933], [-0.906, 1.548, -1.004], [0.201, 0.693, -0.480], [1.495, 0.973, -0.131], [2.064, 0.714, 1.073], [0.108, -2.104, 1.250], [1.389, -1.135, 1.110], [-2.477, -1.125, -0.411], [1.674, 1.851, -0.714]],
  "homo_ev": -8.98,
  "charge": 0,
  "multiplicity": 1,
  "gap_ev": 8.05,
  "smiles": "Nc1cnnn1C=O"
}

<z>
{
  "formula": "C3H4N4O",
  "method": "ωB97M-V with the def2-TZVPD basis set",
  "symbols": ["C", "C", "C", "H", "H", "H", "H", "N", "N", "N", "N", "O"],
  "coordinates": [[-0.524, -1.147, 0.508], [0.111, 0.179, 0.301], [1.491, 0.654, 0.435], [-2.175, -2.299, 0.208], [-2.561, -0.279, -0.131], [2.124, 0.650, 1.424], [0.092, 2.319, -1.938], [-1.864, -1.348, 0.013], [1.411, 1.729, -0.458], [0.268, 1.631, -1.046], [-0.454, 0.633, -0.812], [0.066, -2.127, 1.138]],
  "homo_ev": -9.60,
  "charge": 0,
  "multiplicity": 1,
  "gap_ev": 10.20
}

Least stable structure: <x>